Computed, not measured: a molecular structure, C38H36MgN4O2S at a distorted geometry, with the ωB97M-V functional and the def2-TZVPD basis.

Properties
frontier orbital gap	8.65	eV
highest occupied orbital energy	-13.8	eV

Structure (ORCA input):
```
! wB97M-V def2-TZVPD RIJCOSX def2/J DEFGRID3
* xyz 2 1
S -7.32 -8.26 15.61
Mg -10.60 -8.80 15.52
O -10.31 -10.14 13.87
O -8.82 -7.91 15.63
N -11.95 -7.87 14.06
N -11.24 -7.18 16.87
N -12.57 -9.47 16.26
N -10.12 -10.69 16.64
C -6.41 -4.31 14.98
C -5.18 -9.18 18.88
C -7.28 -7.42 18.38
C -10.51 -10.91 11.55
C -13.04 -6.17 18.05
C -5.02 -4.41 15.04
C -8.75 -12.61 16.97
C -10.63 -5.96 16.85
C -11.15 -11.35 17.18
C -5.11 -6.78 15.37
C -9.81 -13.27 17.63
C -13.16 -8.53 14.03
C -11.14 -4.85 17.44
C -8.92 -11.27 16.73
C -12.49 -10.75 17.02
C -9.15 -8.88 12.14
C -12.47 -7.26 17.30
C -5.73 -9.05 17.61
C -6.50 -6.68 15.35
C -14.15 -8.16 13.15
C -13.29 -8.43 17.07
C -11.26 -13.06 10.72
C -10.99 -12.58 17.81
C -13.91 -7.07 12.29
C -10.07 -10.01 12.61
C -6.71 -7.45 19.64
C -10.81 -11.24 9.13
C -7.16 -5.51 15.04
C -13.32 -9.71 15.01
C -10.57 -10.42 10.23
C -12.65 -6.45 12.34
C -4.37 -5.60 15.25
C -10.92 -12.23 11.82
C -11.73 -6.84 13.24
C -6.82 -8.26 17.37
C -12.37 -4.99 18.14
C -11.18 -12.57 9.40
C -5.70 -8.41 19.97
H -14.18 -8.27 16.50
H -4.31 -9.87 19.02
H -10.34 -9.36 10.03
H -9.66 -5.94 16.40
H -14.06 -6.33 18.43
H -7.83 -13.07 16.59
H -8.47 -9.21 11.36
H -4.38 -3.51 14.88
H -12.31 -5.67 11.65
H -6.89 -3.37 14.73
H -14.70 -6.77 11.61
H -10.96 -12.58 12.82
H -8.23 -5.46 14.77
H -7.19 -6.86 20.42
H -8.65 -8.49 13.02
H -15.02 -8.83 13.00
H -12.91 -10.55 18.02
H -12.92 -10.60 14.47
H -11.53 -14.15 10.87
H -10.66 -10.92 8.13
H -10.56 -3.93 17.38
H -8.15 -10.54 16.52
H -5.20 -8.37 20.93
H -4.66 -7.74 15.37
H -10.86 -6.21 13.49
H -13.46 -8.83 18.06
H -11.28 -13.30 8.60
H -8.04 -6.62 18.22
H -9.76 -8.06 11.67
H -14.39 -9.87 15.18
H -9.69 -14.24 18.09
H -3.30 -5.60 15.30
H -13.19 -11.50 16.67
H -5.25 -9.69 16.84
H -11.81 -13.04 18.34
H -12.81 -4.17 18.64
*
```



Computed, not measured: a molecular structure, C38H37AsN5O5PS2Sn at a distorted geometry, with the ωB97M-V functional and the def2-TZVPD basis.

Properties
ΔE to the lowest compared entry with this formula, charge and spin	0.0	kcal per mole
frontier orbital gap	6.64	eV
highest occupied orbital energy	-12.3	eV

Structure (ORCA input):
```
! wB97M-V def2-TZVPD RIJCOSX def2/J DEFGRID3
* xyz 2 1
Sn -0.63 -1.81 4.26
As -1.16 -0.30 -4.85
S 1.04 -1.62 6.21
S -1.56 -0.32 1.17
P -0.14 -0.02 -0.41
O -0.54 0.60 3.69
O 2.54 -3.88 2.43
O 1.14 -2.32 3.10
O 1.01 -6.50 -0.78
O 2.51 -5.88 0.72
N 0.11 -1.75 8.70
N -1.25 1.50 3.11
N 1.55 -0.02 8.24
N -1.81 -4.65 1.63
N -0.99 -3.84 2.31
C 2.25 -0.95 0.66
C 1.41 -3.44 2.54
C -2.17 1.34 -4.44
C -0.14 3.99 -1.10
C -0.04 -1.42 10.10
C -3.64 3.64 -3.89
C 3.43 -2.85 -0.21
C -2.69 2.20 1.35
C -1.82 1.27 1.91
C 2.33 -3.18 -0.99
C 0.87 -1.09 7.85
C -1.44 2.69 3.72
C -0.11 -0.22 -3.12
C 1.29 -5.94 0.25
C -1.06 -0.37 -1.94
C -1.13 -5.49 0.85
C 2.14 3.37 -0.66
C -4.29 2.44 -4.12
C 3.38 -1.75 0.64
C 1.75 2.07 -0.41
C 0.22 -5.24 1.02
C -2.23 3.67 3.17
C -0.14 1.41 -6.97
C 0.83 2.02 -7.74
C 2.54 0.92 -6.48
C -1.53 2.55 -4.20
C 0.25 -4.18 1.96
C 1.20 4.34 -0.99
C -2.89 3.42 1.98
C -2.26 3.69 -3.93
C 0.41 1.71 -0.53
C 2.17 1.80 -7.48
C -3.56 1.30 -4.40
C 1.21 -2.37 -1.00
C 1.20 -1.21 -0.21
C 1.58 0.30 -5.71
C 0.23 0.55 -5.93
C -0.53 2.68 -0.89
H 1.52 5.35 -1.17
H 2.35 -4.07 -1.60
H -4.21 4.54 -3.69
H -1.57 2.42 -1.04
H 4.31 -3.47 -0.22
H 0.54 2.69 -8.54
H -0.88 4.73 -1.36
H -4.07 0.36 -4.60
H 0.41 0.74 -3.06
H -0.39 -0.40 10.22
H 2.64 -5.28 1.50
H -1.90 0.34 -2.03
H -3.19 1.95 0.43
H 2.19 -0.14 1.37
H -3.56 4.15 1.56
H 0.91 -1.55 10.64
H -1.75 4.63 -3.77
H -1.61 -6.22 0.22
H -1.49 -1.38 -1.89
H -0.35 -2.59 8.37
H 1.88 -0.40 -4.94
H -2.33 4.61 3.68
H 0.37 -2.64 -1.62
H 3.18 3.63 -0.60
H 1.70 0.17 9.22
H 2.49 1.33 -0.15
H 2.16 0.43 7.58
H 4.21 -1.52 1.29
H -5.37 2.40 -4.11
H -0.45 2.61 -4.26
H 3.59 0.72 -6.29
H 2.93 2.29 -8.07
H -2.81 -4.59 1.76
H -0.94 2.80 4.67
H 0.64 -1.00 -3.11
H -1.19 1.59 -7.16
H -0.77 -2.10 10.54
*
```



Computed, not measured: a molecular structure, C38H37FN9O5S3, with the ωB97M-V functional and the def2-TZVPD basis.

Properties
frontier orbital gap	8.67	eV
highest occupied orbital energy	-6.6	eV

Structure (ORCA input):
```
! wB97M-V def2-TZVPD RIJCOSX def2/J DEFGRID3
* xyz -1 1
S -0.67 -4.56 -1.19
S 2.13 -1.16 -2.46
S -0.24 -0.61 -1.09
F 4.64 -0.87 0.22
O -1.62 -0.39 -1.43
O 2.80 0.11 -2.64
O 2.41 -2.22 -3.38
O 0.40 0.32 -0.21
O 5.01 -2.22 -1.49
N 4.83 3.91 -3.35
N -4.09 -4.55 -0.70
N -3.75 5.90 -2.71
N -0.28 -2.05 -0.13
N -0.59 -4.53 2.33
N 0.56 -0.97 -2.37
N 6.85 4.84 -7.14
N -3.85 2.49 1.82
N -1.28 -5.28 7.12
C 5.73 4.65 -2.71
C 0.81 -4.19 7.56
C -2.79 1.97 1.21
C -1.40 -5.49 8.43
C -6.09 -3.26 -0.99
C 6.27 4.32 -1.47
C -4.79 -5.42 0.02
C -1.49 2.10 1.67
C 4.21 -1.68 -0.81
C -1.28 2.82 2.83
C 4.90 2.37 -1.52
C 7.14 5.77 -8.05
C -3.83 5.22 -1.57
C 6.52 7.01 -8.10
C -0.19 -4.64 6.70
C -4.67 3.27 -2.64
C -4.28 3.91 -1.47
C -2.43 -4.73 3.85
C 2.71 -1.72 -0.85
C -2.37 3.38 3.48
C -6.14 -5.28 0.28
C 5.90 5.12 -6.24
C -3.63 3.18 2.94
C -4.73 -3.49 -1.19
C 0.67 -4.42 8.92
C 5.54 7.30 -7.16
C -0.45 -3.13 -0.63
C -4.59 3.95 -3.84
C -1.66 -4.02 2.94
C 5.84 3.15 -0.87
C -6.81 -4.18 -0.24
C 4.42 2.79 -2.75
C -0.96 -6.57 3.51
C 5.23 6.33 -6.22
C -0.46 -5.08 9.37
C -2.06 -6.04 4.15
C -4.13 5.26 -3.82
C -0.26 -5.78 2.61
H -5.02 2.24 -2.61
H 1.67 -3.68 7.16
H -4.51 3.60 3.42
H -0.62 -5.27 10.42
H -1.92 -3.00 2.68
H -4.05 5.83 -4.74
H 7.00 4.96 -1.01
H -0.12 -4.48 5.63
H 0.61 -6.17 2.09
H -2.98 1.40 0.30
H 7.90 5.51 -8.77
H 6.80 7.72 -8.86
H -4.87 3.49 -4.77
H -2.62 -6.61 4.88
H -2.30 -6.01 8.75
H -4.23 -6.26 0.42
H -0.28 2.95 3.23
H 1.42 -4.08 9.61
H 2.39 -2.76 -0.72
H -4.33 3.42 -0.51
H 2.29 -1.11 -0.06
H 6.23 2.85 0.10
H -3.52 5.75 -0.68
H -6.66 -6.02 0.88
H -0.68 1.64 1.12
H 4.52 1.45 -1.09
H -4.13 -2.79 -1.77
H -6.56 -2.39 -1.40
H 3.69 2.19 -3.27
H 4.47 6.50 -5.47
H -3.28 -4.27 4.33
H -0.63 -7.59 3.71
H 5.03 8.25 -7.17
H 6.05 5.56 -3.21
H -2.26 3.95 4.39
H 5.66 4.37 -5.50
H -7.86 -4.04 -0.05
*
```



What is the frontier orbital gap in the second record? 6.64 eV